Model a:
# C2H7O2P

A 2-piece molecular cluster, C2H7O2P overall (the ωB97M-V functional and the def2-TZVPD basis, the OMol25 dataset).

Summary:
molecular weight: 94.050 u
gap between HOMO and LUMO: 10.447 eV
total charge: 0
SMILES: C=O.CPO

Element x y z (Å)
C  0.19  -1.32  -1.71
C  -1.64  1.51  1.43
O  -1.37  -0.86  0.48
O  1.00  -0.90  -0.93
P  -0.39  0.13  1.54
H  -0.51  -0.62  -2.30
H  -2.00  -1.39  0.70
H  0.22  -2.29  -2.13
H  -2.64  1.25  1.03
H  -1.50  2.13  2.32
H  -1.06  2.06  0.74
H  -1.21  -0.37  2.71

---

Model b:
# C2H7O2P

One molecule with the formula C2H7O2P (the ωB97M-V functional and the def2-TZVPD basis, the OMol25 dataset).

Summary:
molecular weight: 94.050 u
gap between HOMO and LUMO: 10.444 eV
total charge: 0
SMILES: C[PH3]OC=O

Element x y z (Å)
C  -0.38  0.40  1.03
C  2.57  -0.59  -0.18
O  1.44  -1.19  0.02
O  3.63  -0.90  0.28
P  -0.19  -0.55  -0.50
H  -1.37  0.84  1.09
H  -0.23  -0.29  1.86
H  2.47  0.30  -0.86
H  0.48  0.15  -1.50
H  0.39  1.17  1.08
H  -1.49  -0.25  -1.07
H  -0.44  -1.90  -0.46

---

Ordering by calculated energy gives the sequence model b, model a, with the first entry being the most stable.

---

Model a:
# C10H10N2O

One molecule with the formula C10H10N2O (the ωB97M-V functional and the def2-TZVPD basis, the OMol25 dataset).

Summary:
molecular weight: 174.203 u
gap between HOMO and LUMO: 9.025 eV
total charge: 0
SMILES: Cn1cc(-c2ccccc2)[nH]c1=O

Element x y z (Å)
C  -3.32  -1.68  1.05
C  -1.56  -0.16  0.49
C  -0.38  -0.14  0.00
C  -1.46  -2.14  -0.56
C  0.79  0.65  -0.14
C  0.74  1.93  -0.60
C  1.95  2.59  -0.78
C  3.19  2.09  -0.37
C  3.17  0.90  0.20
C  2.01  0.11  0.23
H  -3.92  -2.50  0.73
H  -4.08  -0.74  1.01
H  -3.03  -1.99  2.11
H  -1.96  0.61  1.12
H  0.44  -1.68  -1.32
H  -0.20  2.48  -0.88
H  1.86  3.63  -1.21
H  4.03  2.66  -0.54
H  4.06  0.31  0.47
H  2.03  -0.88  0.58
N  -2.29  -1.35  0.18
N  -0.35  -1.47  -0.71
O  -1.72  -3.24  -1.07

---

Model b:
# C10H10N2O

A 2-piece molecular cluster, C10H10N2O overall (the ωB97M-V functional and the def2-TZVPD basis, the OMol25 dataset).

Summary:
molecular weight: 174.203 u
gap between HOMO and LUMO (alpha / beta): 6.436 / 7.813 eV
total charge: 0

Element x y z (Å)
C  -1.38  -0.60  -2.31
C  -0.11  -0.01  -2.77
C  -1.76  -0.50  -0.98
C  0.83  0.24  -1.86
C  -0.87  0.09  -0.14
C  0.48  0.37  -0.50
C  -0.20  0.95  2.23
C  1.07  1.11  1.76
C  -1.18  0.18  1.33
C  1.50  0.69  0.42
N  1.18  -1.63  2.11
N  1.79  -1.58  1.04
O  2.27  -2.24  0.16
H  -1.97  -0.99  -3.04
H  0.19  -0.05  -3.83
H  -2.71  -0.77  -0.61
H  1.79  0.59  -2.15
H  -0.42  1.40  3.20
H  1.91  1.41  2.37
H  -2.17  0.62  1.52
H  -1.02  -0.84  1.71
H  2.59  0.97  0.07
H  1.08  -2.59  2.51

---

Ordering by calculated energy gives the sequence model a, model b, with the first entry being the most stable.

---

Model a:
# C15H17N3O3

One molecule with the formula C15H17N3O3 (the ωB97M-V functional and the def2-TZVPD basis, the OMol25 dataset).

Summary:
molecular weight: 287.319 u
gap between HOMO and LUMO: 8.696 eV
total charge: 0
SMILES: COc1ccc(NC(=O)NCc2ccccn2)c(OC)c1

Element x y z (Å)
C  -5.09  -2.60  -0.35
H  -5.37  -1.99  -1.22
O  -3.70  -2.72  -0.22
C  -2.96  -1.59  -0.02
C  -1.59  -1.77  0.12
C  -0.75  -0.70  0.34
C  -1.26  0.60  0.40
C  -2.65  0.78  0.26
C  -3.49  -0.31  0.06
H  -4.54  -0.11  -0.03
O  -3.20  2.04  0.37
C  -3.05  2.85  -0.78
H  -3.57  2.41  -1.64
H  -2.00  3.00  -1.03
H  -3.51  3.81  -0.53
N  -0.48  1.72  0.66
C  0.81  2.03  0.27
O  1.38  2.99  0.75
N  1.32  1.28  -0.74
H  0.83  0.44  -1.00
C  2.74  1.27  -0.97
C  3.39  0.01  -0.46
N  2.59  -0.96  -0.05
C  3.12  -2.08  0.41
C  4.49  -2.30  0.48
C  5.33  -1.29  0.05
C  4.78  -0.12  -0.43
H  5.40  0.69  -0.78
H  6.41  -1.42  0.08
H  4.88  -3.23  0.87
H  2.41  -2.83  0.74
H  3.15  2.14  -0.46
H  2.94  1.37  -2.05
H  -0.93  2.45  1.20
H  0.30  -0.87  0.49
H  -1.19  -2.77  0.07
H  -5.54  -2.17  0.55
H  -5.47  -3.61  -0.49

---

Model b:
# C15H17N3O3

One molecule with the formula C15H17N3O3 (the ωB97M-V functional and the def2-TZVPD basis, the OMol25 dataset).

Summary:
molecular weight: 287.319 u
gap between HOMO and LUMO: 8.551 eV
total charge: 0
SMILES: CCCC(=O)Nc1cc(C)c(NC(=O)c2ccco2)cn1

Element x y z (Å)
C  1.34  -0.24  5.09
C  1.65  -1.76  4.99
C  0.43  -2.64  4.33
C  0.49  -2.38  2.94
O  1.37  -3.04  2.11
N  -0.38  -1.39  2.74
C  -0.66  -0.78  1.57
N  -1.66  -0.08  1.41
C  -2.01  0.51  0.31
C  -1.42  0.32  -0.96
C  -0.71  -0.81  -0.92
C  -0.22  -1.50  0.26
H  0.76  -2.18  0.18
C  -0.03  -1.22  -2.26
H  1.10  -0.90  -2.46
H  0.20  -2.23  -2.09
H  -0.42  -0.87  -3.11
N  -1.88  1.03  -2.00
C  -1.29  1.56  -3.17
O  -1.79  2.05  -3.99
C  0.27  1.73  -2.74
C  0.77  2.12  -1.39
C  2.11  2.36  -1.88
C  2.20  2.37  -3.14
O  0.99  1.70  -3.89
H  3.07  2.41  -4.04
H  3.22  2.63  -1.25
H  0.33  2.00  -0.63
H  -2.91  1.08  -2.09
H  -2.76  1.47  0.39
H  -1.08  -1.06  3.36
H  -0.37  -2.55  4.94
H  0.71  -3.70  4.61
H  2.71  -2.03  4.62
H  1.84  -2.15  6.20
H  0.22  -0.11  5.57
H  2.20  0.07  5.50
H  1.22  0.25  4.20

---

Ordering by calculated energy gives the sequence model a, model b, with the first entry being the most stable.

---

Model a:
# C3H14O3S

A 4-piece molecular cluster, C3H14O3S overall (the ωB97M-V functional and the def2-TZVPD basis, the OMol25 dataset).

Summary:
molecular weight: 130.209 u
gap between HOMO and LUMO: 9.237 eV
total charge: 0
SMILES: CCSC.O.O.O

Element x y z (Å)
C  -0.44  0.24  -0.23
C  -0.90  1.56  0.52
S  0.14  3.05  0.12
C  0.61  2.83  -1.70
H  0.31  0.63  -1.02
H  0.16  -0.41  0.41
H  -1.07  -0.36  -0.83
H  -1.94  1.47  0.27
H  -0.83  1.45  1.62
H  1.19  3.69  -1.89
H  -0.21  2.65  -2.45
H  1.38  2.01  -1.68
H  5.57  -2.06  1.66
H  4.69  -2.83  2.34
O  4.61  -2.09  1.70
H  -1.32  -1.62  -3.71
H  -0.15  -2.51  -3.22
O  -1.05  -2.53  -3.47
H  -3.17  -1.19  3.40
H  -4.17  -1.94  4.31
O  -3.40  -2.02  3.85

---

Model b:
# C3H14O3S

A 4-piece molecular cluster, C3H14O3S overall (the ωB97M-V functional and the def2-TZVPD basis, the OMol25 dataset).

Summary:
molecular weight: 130.209 u
gap between HOMO and LUMO: 9.192 eV
total charge: 0
SMILES: CCCS.O.O.O

Element x y z (Å)
C  -2.81  0.25  -1.41
C  -2.48  -0.21  0.02
C  -2.35  -1.73  0.03
S  -1.64  -2.40  1.64
H  -3.29  -0.55  -1.97
H  -3.48  1.10  -1.40
H  -1.86  0.49  -1.88
H  -3.23  -0.02  0.80
H  -1.57  0.22  0.44
H  -3.31  -2.25  0.02
H  -1.74  -2.04  -0.82
H  -2.45  -1.79  2.52
H  3.61  -0.46  1.60
H  4.42  0.79  1.92
O  4.27  -0.12  2.19
H  4.92  1.28  -1.28
H  3.99  2.02  -2.11
O  4.65  2.18  -1.44
H  1.71  1.28  -0.33
H  1.19  1.27  1.08
O  1.43  0.69  0.35

---

Ordering by calculated energy gives the sequence model b, model a, with the first entry being the most stable.

---

Model a:
# C2H5BrCl2Si

One molecule with the formula C2H5BrCl2Si (the ωB97M-V functional and the def2-TZVPD basis, the OMol25 dataset).

Summary:
molecular weight: 207.958 u
gap between HOMO and LUMO: 10.740 eV
total charge: 0
SMILES: CC[Si](Cl)(Cl)Br

Element x y z (Å)
C  0.85  -1.20  -0.05
C  0.65  0.27  0.43
Si  -0.98  1.06  -0.22
Cl  -1.09  2.99  -0.58
Cl  -1.56  -0.01  -1.81
Br  -2.41  0.31  1.58
H  -0.15  -1.68  -0.02
H  0.85  -1.12  -1.18
H  1.69  -1.81  0.36
H  1.45  0.85  0.07
H  0.70  0.35  1.43

---

Model b:
# C2H5BrCl2Si

C2H5BrCl2Si as an isolated structure (the ωB97M-V functional and the def2-TZVPD basis, the OMol25 dataset).

Summary:
molecular weight: 207.958 u
gap between HOMO and LUMO: 9.611 eV
total charge: 0

Element x y z (Å)
C  -1.11  -0.33  -1.23
C  0.46  0.60  1.61
Si  0.63  -0.09  -0.63
Cl  1.60  -1.77  -0.64
Cl  1.60  1.31  -1.66
Br  0.36  -0.75  2.95
H  -1.76  0.24  -0.54
H  -1.51  -0.22  -2.23
H  -1.35  -1.31  -0.84
H  1.46  1.18  1.60
H  -0.38  1.15  1.63

---

Ordering by calculated energy gives the sequence model a, model b, with the first entry being the most stable.

---

Model a:
# C6H15N3O2S

One molecule with the formula C6H15N3O2S (the ωB97M-V functional and the def2-TZVPD basis, the OMol25 dataset).

Summary:
molecular weight: 193.272 u
gap between HOMO and LUMO: 9.648 eV
total charge: 0
SMILES: CN(C)[S@](=N)(=O)N1CCOCC1

Element x y z (Å)
C  0.01  -1.64  1.05
C  0.74  0.50  1.72
C  -1.52  -1.25  1.21
C  -0.81  0.80  2.09
C  -0.13  1.70  -1.34
C  -0.58  -0.50  -2.40
N  2.66  0.64  -0.59
N  0.92  -0.58  0.83
N  0.29  0.40  -1.70
O  1.83  -1.68  -1.29
O  -1.60  -0.35  2.26
S  1.52  -0.40  -0.71
H  0.34  -1.94  2.02
H  0.14  -2.42  0.22
H  1.18  1.49  1.47
H  1.24  0.32  2.60
H  -1.83  -0.69  0.20
H  -2.20  -2.08  1.38
H  -0.84  1.46  2.94
H  -1.16  1.37  1.19
H  0.85  2.22  -0.94
H  -0.48  2.17  -2.18
H  -0.97  1.66  -0.58
H  -0.02  -1.38  -2.46
H  -1.59  -0.57  -2.03
H  -0.62  -0.38  -3.49
H  2.64  1.12  -1.46

---

Model b:
# C6H15N3O2S

A 2-piece molecular cluster, C6H15N3O2S overall (the ωB97M-V functional and the def2-TZVPD basis, the OMol25 dataset).

Summary:
molecular weight: 193.272 u
gap between HOMO and LUMO (alpha / beta): 5.463 / 7.831 eV
total charge: 0

Element x y z (Å)
C  1.95  -2.02  -0.82
C  2.24  1.95  -0.04
C  0.70  -1.96  0.10
C  -1.08  -0.30  0.49
C  1.45  1.45  1.15
C  0.49  -0.53  0.23
N  -1.87  1.18  -1.03
N  -1.54  1.03  0.23
N  -4.25  -0.18  0.51
O  -4.88  -0.74  1.37
O  1.35  0.08  1.20
S  -4.46  -0.27  -1.06
H  1.59  -1.54  -1.78
H  2.81  -1.38  -0.35
H  2.30  -3.09  -1.01
H  2.32  3.09  -0.25
H  3.13  1.56  -0.11
H  1.57  1.72  -0.97
H  0.97  -2.38  1.04
H  -0.13  -2.44  -0.35
H  -1.24  -0.45  1.57
H  -1.50  -1.11  -0.03
H  0.45  1.86  1.05
H  1.74  1.83  2.18
H  0.77  0.17  -0.60
H  -2.36  2.15  -1.22
H  -2.53  0.34  -1.52

---

Ordering by calculated energy gives the sequence model a, model b, with the first entry being the most stable.